C23H30N2O4S in the gas phase. Source: the Open Molecules 2025 dataset; level of theory: the ωB97M-V functional and the def2-TZVPD basis.

ORCA input file:
```
! wB97M-V def2-TZVPD RIJCOSX def2/J DEFGRID3
* xyz 0 1
C -0.36878 -2.22807 -1.68253
C 0.50137 -1.61175 -0.62881
C -0.08872 -1.08831 0.50732
C 0.66499 -0.54492 1.53318
C 2.05816 -0.51599 1.41661
C 2.64846 -0.97324 0.23701
C 1.89376 -1.55175 -0.78190
C 2.47351 -2.15418 -2.02359
H 2.01964 -1.70707 -2.90739
H 3.54518 -2.02277 -2.07459
H 2.24998 -3.22081 -2.04517
S 4.44873 -0.72600 0.09870
O 4.94131 -0.99630 -1.22117
O 5.09321 -1.39920 1.19006
N 4.73223 0.90519 0.32381
H 4.52331 1.23000 1.25308
C 4.30294 1.79873 -0.73251
C 2.81186 2.00857 -0.72218
C 2.00883 1.44802 -1.70621
C 0.63218 1.54133 -1.63216
C 0.03256 2.20066 -0.56487
C 0.83619 2.81036 0.39289
C 2.21095 2.71171 0.31644
H 2.82872 3.18852 1.06525
H 0.35925 3.35736 1.19234
C -1.44734 2.30580 -0.41055
O -1.98613 3.25050 0.13414
N -2.14179 1.27045 -0.94688
H -1.64881 0.42296 -1.18254
C -3.56628 1.14245 -0.77107
H -3.94732 2.12208 -0.47480
C -3.90551 0.10740 0.31135
H -3.38961 0.39418 1.23701
C -5.41991 -0.04224 0.53043
H -5.75093 0.47053 1.42966
C -5.61597 -1.55660 0.60243
H -6.59866 -1.87667 0.26595
C -4.49520 -2.04536 -0.31048
H -4.16277 -3.06253 -0.09781
O -3.40711 -1.17746 -0.06080
H -4.79874 -1.98005 -1.36570
H -5.45003 -1.91557 1.61841
H -5.95852 0.36961 -0.32411
H -4.01808 0.83924 -1.72099
H 0.02695 1.11720 -2.41947
H 2.47317 0.93006 -2.53191
H 4.62294 1.32744 -1.66288
H 4.83337 2.74822 -0.60984
C 2.85183 -0.02394 2.59044
H 2.42116 -0.42216 3.50765
H 3.88189 -0.35833 2.53719
H 2.80729 1.06415 2.66126
C -0.02611 0.00064 2.74513
H 0.19429 -0.60174 3.62624
H 0.29459 1.02132 2.94559
H -1.10231 -0.00033 2.59381
H -1.16369 -1.13339 0.60630
H -0.24176 -1.72428 -2.64060
H -1.41365 -2.16769 -1.38696
H -0.11104 -3.27604 -1.82926
*
```

The HOMO energy comes out at -8.70 eV. The value obtained for the total energy is -46344.070 eV. The calculation puts the LUMO energy at 0.5 eV. The HOMO-LUMO gap is 9.19 eV.

Want to see where the charge sits? The Mulliken charges in e are: -1.874, 1.229, -0.363, 0.724, 0.664, 0.857, 0.315, -2.212, 0.328, 0.550, 0.470, 1.363, -0.751, -0.750, -0.168, 0.385, -1.607, 1.068, -0.551, -0.270, 0.551, -1.057, -0.523, 0.491, 0.528, 0.153, -0.688, -0.037, 0.176, -1.297, 0.456, 0.518, 0.080, -0.775, 0.385, -0.675, 0.372, -0.581, 0.325, -0.267, 0.331, 0.290, 0.312, 0.335, 0.607, 0.370, 0.433, 0.456, -2.711, 0.603, 0.405, 0.290, -1.768, 0.474, 0.338, 0.183, 0.560, 0.361, -0.034, 0.624



C49H42MnN3O3PS2 as an isolated structure. Source: the Open Molecules 2025 dataset; level of theory: the ωB97M-V functional and the def2-TZVPD basis.

ORCA input file:
```
! wB97M-V def2-TZVPD RIJCOSX def2/J DEFGRID3
* xyz 1 5
Mn 0.38214 0.04886 0.61658
N -2.58250 -0.57666 -1.19104
P -1.96642 0.53066 -0.07275
C -3.12129 0.68375 1.30169
C -2.70687 0.31065 2.57579
C -3.59229 0.39372 3.64283
C -4.88871 0.83471 3.43611
C -5.31533 1.19075 2.15984
C -4.43566 1.11548 1.09616
C -2.04358 2.07964 -0.99960
C -2.49716 3.26029 -0.41440
C -2.40864 4.45930 -1.10828
C -1.86785 4.48677 -2.38473
C -1.40094 3.31544 -2.96690
C -1.48166 2.11743 -2.27731
C -2.39246 -1.95093 -1.04859
C -3.02242 -2.85506 -1.90560
C -2.78734 -4.19915 -1.70187
C -1.95019 -4.60560 -0.66659
C -1.37611 -3.63140 0.12440
N -1.58807 -2.32280 -0.06301
H -3.32950 -0.28621 -1.80593
H -1.70120 -0.06548 2.73680
H -3.26821 0.10199 4.63257
H -5.57717 0.89614 4.26813
H -6.33189 1.52452 2.00096
H -4.76998 1.40094 0.10500
H -2.92874 3.25089 0.57838
H -2.77058 5.37042 -0.65133
H -1.80654 5.42191 -2.92549
H -0.96697 3.33289 -3.95733
H -1.09678 1.21463 -2.73563
H -3.67119 -2.50864 -2.69830
H -3.25750 -4.93031 -2.34593
H -1.75249 -5.64968 -0.47651
H -0.71724 -3.88089 0.94799
O 0.70514 -1.01307 -1.02013
C 1.97543 -0.84022 -1.73355
C 2.50212 0.53219 -1.23834
O 3.28349 1.17437 -1.89430
O 2.06590 0.84440 -0.05454
C 2.89791 -1.96149 -1.29207
C 3.98993 -1.74004 -0.46444
C 4.75966 -2.81112 -0.03325
C 4.43627 -4.10414 -0.41334
C 3.34700 -4.32874 -1.24389
C 2.58956 -3.25920 -1.69120
C 1.69857 -0.85709 -3.22104
C 2.77987 -0.78825 -4.09560
C 2.57025 -0.78912 -5.46270
C 1.28124 -0.86990 -5.97524
C 0.20442 -0.95037 -5.10935
C 0.41126 -0.94236 -3.73488
H 0.46738 -1.95112 -0.94553
H 4.24802 -0.73640 -0.15089
H 5.61568 -2.63260 0.60427
H 5.03890 -4.93566 -0.07343
H 3.09974 -5.33436 -1.55623
H 1.76397 -3.43547 -2.37361
H 3.78383 -0.72161 -3.69961
H 3.41686 -0.72932 -6.13291
H 1.12228 -0.87798 -7.04513
H -0.80242 -1.02572 -5.49954
H -0.44079 -1.01618 -3.07064
S 0.82426 -1.66708 2.09144
C 1.71052 -0.97313 3.45911
C 1.07292 -0.77601 4.68110
C 1.79508 -0.36262 5.79106
C 3.15588 -0.10916 5.68630
C 3.79288 -0.28184 4.46340
C 3.07874 -0.72136 3.35979
H 0.01477 -0.98862 4.76721
H 1.29176 -0.24330 6.74206
H 3.71974 0.20975 6.55300
H 4.85485 -0.09479 4.37379
H 3.57580 -0.88539 2.41246
N 0.28105 1.53865 1.82776
S 1.65419 2.32984 2.20911
C 1.98878 3.60817 1.00792
C 3.11961 4.37219 1.26468
C 3.48421 5.35604 0.36191
C 2.72788 5.55690 -0.78521
C 1.60916 4.77720 -1.02903
C 1.23020 3.78942 -0.13002
C 1.15635 3.33407 3.58744
C 1.55696 2.90720 4.84408
C 1.14443 3.62377 5.95828
C 0.34442 4.74566 5.80386
C -0.04401 5.16601 4.53731
C 0.36317 4.46312 3.41694
H -0.55339 2.10365 1.95387
H 3.71205 4.20129 2.15534
H 4.36276 5.95795 0.54802
H 3.02076 6.31663 -1.49661
H 1.03314 4.92212 -1.93186
H 0.36904 3.16389 -0.32872
H 2.18469 2.03246 4.94433
H 1.45478 3.30852 6.94512
H 0.03001 5.30445 6.67440
H -0.65592 6.05026 4.42407
H 0.08663 4.79653 2.42439
*
```

The HOMO energy (alpha / beta) comes out at -10.05 / -10.54 eV. The value obtained for the total energy is -124384.257 eV. The calculation puts the LUMO energy (alpha / beta) at -3.8 / -2.4 eV. The HOMO-LUMO gap (alpha / beta) is 6.26 / 8.14 eV.

Mulliken atomic charge list, values in e, 99 entries: -0.614, 0.280, 1.280, 0.335, 0.157, -0.760, -0.567, -0.811, -0.530, 0.355, -0.934, -0.782, -0.649, -0.673, -0.086, 0.631, -1.057, -0.453, -1.014, -0.245, -0.173, 0.341, -0.146, 0.468, 0.419, 0.423, 0.442, 0.434, 0.432, 0.418, 0.484, 0.197, 0.480, 0.441, 0.489, 0.423, 1.829, 3.428, -1.329, -0.621, 0.012, -0.070, -0.202, -0.787, -0.586, -1.003, -0.177, -0.678, -0.292, -0.875, -0.534, -1.221, 0.205, -0.369, 0.706, 0.465, 0.418, 0.444, 0.477, 0.469, 0.432, 0.426, 0.455, 0.191, -0.532, 0.102, -0.335, -0.657, -0.642, -0.564, -0.076, 0.480, 0.433, 0.385, 0.431, 0.331, 0.748, 0.919, -0.026, -0.629, -0.763, -0.714, -0.583, 0.523, 0.331, -0.417, -0.633, -0.527, -0.779, -0.429, 0.229, 0.460, 0.426, 0.423, 0.443, -0.024, 0.266, 0.467, 0.408



A 6-piece molecular cluster, C23H49N5O5P overall. Source: the Open Molecules 2025 dataset; level of theory: the ωB97M-V functional and the def2-TZVPD basis.

ORCA input file:
```
! wB97M-V def2-TZVPD RIJCOSX def2/J DEFGRID3
* xyz -1 1
C 3.74320 2.30445 -1.04171
C 2.47915 2.97749 -1.58393
C 2.49611 4.29314 -1.95763
C 1.36697 4.94923 -2.41535
C 0.20734 4.22292 -2.48919
C 0.17801 2.88343 -2.13518
C -1.13049 2.14457 -2.21145
P -2.24525 2.78876 -0.71247
C 1.31217 2.24025 -1.68130
H 4.52308 3.07260 -1.00705
H 4.00466 1.47903 -1.71000
H 3.53780 1.95941 -0.02933
H 3.42543 4.86229 -1.89880
H 1.38642 6.00143 -2.68239
H -0.71970 4.68189 -2.82258
H -1.58057 2.37804 -3.18748
H -0.95233 1.06177 -2.13768
H -3.45285 2.17733 -1.30794
H -2.54567 4.03658 -1.45802
H -1.05931 3.43529 -0.10129
H -1.92634 1.61794 0.04220
H -3.06237 3.30566 0.41567
H 1.26624 1.18872 -1.41052
C -2.60624 -0.75283 2.23090
C -1.30741 -0.97353 1.49702
O -0.94308 -0.24284 0.59582
N -0.53099 -2.03111 1.88524
C -0.79148 -2.99601 2.93713
H -3.10193 0.11835 1.80905
H -3.26009 -1.61949 2.11463
H -2.41603 -0.57046 3.29081
H 0.32110 -2.12078 1.35383
H 0.01603 -2.95212 3.67075
H -0.82213 -3.99847 2.50436
H -1.73386 -2.79571 3.43507
C -1.28764 -2.28447 -1.61556
C -1.90146 -3.46970 -2.30525
O -1.91271 -4.59456 -1.81307
N -2.46415 -3.25529 -3.52400
C -2.55211 -2.00452 -4.25840
H -0.88180 -2.59792 -0.66109
H -0.47777 -1.87329 -2.21991
H -2.04020 -1.51618 -1.43618
H -2.85790 -4.08487 -3.93835
H -3.60204 -1.76795 -4.43964
H -2.04683 -2.11693 -5.21984
H -2.09595 -1.18595 -3.71137
C 1.97037 2.00474 5.12337
C 1.34801 0.78235 4.48966
O 1.35237 -0.31124 5.05176
N 0.78312 0.93382 3.27569
C 0.68142 2.14109 2.46085
H 2.38221 1.73070 6.09119
H 2.77577 2.38756 4.49527
H 1.21763 2.78008 5.27012
H 0.38838 0.08187 2.90871
H -0.36963 2.35912 2.26889
H 1.17564 1.97097 1.50454
H 1.13919 2.99370 2.95234
C 7.01540 0.83755 2.98569
C 6.61828 1.15724 1.56304
O 5.45647 1.19610 1.20621
N 7.61964 1.40675 0.67065
C 9.04966 1.40747 0.90414
H 6.11745 0.66433 3.57145
H 7.63079 -0.06300 3.01522
H 7.56317 1.67317 3.42437
H 7.28486 1.61288 -0.25784
H 9.45408 2.39253 0.66174
H 9.52164 0.66715 0.25463
H 9.28539 1.17311 1.93684
C -7.64288 -3.56996 -1.32256
C -6.19245 -3.79801 -0.96201
O -5.67935 -3.27505 0.01152
N -5.46759 -4.61859 -1.77074
C -5.90791 -5.31994 -2.95747
H -8.08639 -2.89965 -0.59235
H -7.72128 -3.11175 -2.30956
H -8.19067 -4.51376 -1.30919
H -4.50445 -4.72910 -1.47714
H -5.76747 -6.39340 -2.81431
H -5.30261 -5.00138 -3.80952
H -6.95330 -5.12504 -3.17378
*
```

The HOMO energy comes out at -2.77 eV. The value obtained for the total energy is -51621.754 eV. The calculation puts the LUMO energy at 2.2 eV. The HOMO-LUMO gap is 4.95 eV.

Want to see where the charge sits? The Mulliken charges in e are: -1.049, 0.912, -0.545, -0.713, -0.690, 0.298, -0.850, -0.100, -0.186, 0.265, 0.290, 0.147, 0.246, 0.368, 0.323, 0.522, -0.208, -0.041, 0.158, -0.117, -0.594, 0.117, 0.377, -1.649, 0.386, -0.143, 0.034, -1.005, 0.360, 0.416, 0.348, 0.288, 0.289, 0.299, 0.371, -0.998, 0.516, -0.750, -0.076, -0.657, 0.212, 0.428, 0.365, 0.252, 0.264, 0.305, 0.155, -1.399, 0.894, -0.689, 0.122, -0.863, 0.315, 0.338, 0.372, 0.090, 0.282, 0.204, 0.421, -1.320, 0.778, -0.570, -0.145, -0.876, 0.265, 0.354, 0.357, 0.231, 0.286, 0.281, 0.337, -1.324, 0.878, -0.636, -0.108, -0.864, 0.283, 0.355, 0.369, 0.159, 0.300, 0.223, 0.356



An isolated ion of composition C3H10NS and charge +1. Source: the Open Molecules 2025 dataset; level of theory: the ωB97M-V functional and the def2-TZVPD basis.

ORCA input file:
```
! wB97M-V def2-TZVPD RIJCOSX def2/J DEFGRID3
* xyz 1 1
C -1.67411 0.51945 -0.43731
C -0.10307 0.36732 -0.35866
C 0.39954 -1.12007 -0.39502
S 2.21129 -1.22144 0.15366
N 0.49395 1.09772 0.81691
H -2.12004 -0.00552 -1.23418
H -1.94383 0.00465 0.48257
H -1.93419 1.60199 -0.37035
H 0.40394 1.01826 -1.21743
H 0.15181 -1.51727 -1.48603
H -0.00686 -1.95020 0.24012
H 2.08810 -2.53749 0.33650
H 1.32747 0.45516 1.31285
H -0.25460 1.29398 1.63372
H 0.96061 1.99346 0.52265
*
```

The HOMO energy comes out at -13.75 eV. The value obtained for the total energy is -15590.630 eV. The calculation puts the LUMO energy at -3.7 eV. The HOMO-LUMO gap is 10.08 eV.

Want to see where the charge sits? The Mulliken charges in e are: -1.264, 0.123, -0.756, -0.241, -0.406, 0.388, 0.407, 0.351, 0.258, 0.384, 0.418, 0.210, 0.338, 0.412, 0.378



What F_max values result from the calculations? In sequence: 0.9; 0.6; 2.1; 3.9 eV Å⁻¹.